Entry 1:
# C8H36O10

A 10-piece molecular cluster, C8H36O10 overall at a distorted geometry (wB97M-V/def2-TZVPD, the Open Molecules 2025 dataset).

Computed properties:
**Orbital gap**: 9.922 eV
**Energy relative to the best compared isomer or geometry (same formula, charge and spin)**: 85.2 kcal per mole
**E_LUMO**: -0.03 eV
**Total energy**: -1078.6867 a.u.
**SMILES**: CCO.CCO.CCO.CCO.O.O.O.O.O.O

Each line ends with the Löwdin charge.
Positions of all 54 atoms, in Å:
C1 5.67995 -1.77050 0.66748  -0.059
C2 6.15909 -0.57222 1.54449  -0.329
O1 5.86625 0.71605 1.02740  -0.093
H1 6.27671 -1.71655 -0.24305  0.071
H2 4.63557 -1.69138 0.36564  0.065
H3 5.77071 -2.66716 1.28058  0.073
H4 7.21986 -0.56758 1.79520  0.103
H5 5.74246 -0.57478 2.55172  0.097
H6 6.34585 1.28703 1.63201  0.076
C3 0.02789 6.43647 -1.31544  -0.104
C4 -1.21017 5.58309 -1.57279  -0.310
O2 -0.84319 4.33806 -2.16668  -0.083
H7 0.55071 6.69357 -2.23667  0.073
H8 0.82097 5.98276 -0.72107  0.067
H9 -0.19956 7.41295 -0.88782  0.072
H10 -1.73480 6.17395 -2.32362  0.109
H11 -1.81464 5.45987 -0.67416  0.106
H12 -0.12054 4.01701 -1.62235  0.069
C5 -5.16445 1.13520 2.50822  -0.091
C6 -5.13531 0.12240 1.33086  -0.328
O3 -4.92068 -1.13563 1.90562  -0.072
H13 -5.24769 2.14915 2.11697  0.063
H14 -4.21384 1.16313 3.04082  0.062
H15 -5.96719 0.83313 3.18087  0.071
H16 -4.38429 0.51124 0.64320  0.104
H17 -6.08345 0.08598 0.79438  0.108
H18 -3.98311 -1.33000 1.83654  0.083
C7 0.55666 0.79551 3.14611  -0.086
C8 0.61446 1.89930 2.06672  -0.285
O4 1.35653 1.33574 0.94540  -0.100
H19 -0.03238 -0.08842 2.90157  0.067
H20 0.12934 1.24230 4.04382  0.070
H21 1.57316 0.42113 3.26719  0.069
H22 1.02892 2.80924 2.50069  0.099
H23 -0.35555 2.30599 1.78075  0.101
H24 2.29195 1.26363 1.14886  0.070
O5 -3.70235 -4.08254 -3.93107  -0.050
H25 -3.53263 -3.17751 -4.19253  0.024
H26 -2.84359 -4.42629 -3.68493  0.021
O6 2.30687 -5.82477 -0.34697  -0.051
H27 1.72934 -6.17839 -1.02346  0.027
H28 1.84548 -5.05401 -0.01639  0.020
O7 -2.32227 0.14887 -4.15907  -0.051
H29 -1.56679 -0.02009 -4.72205  0.025
H30 -2.08991 0.94280 -3.67749  0.028
O8 -0.10432 -2.29706 -0.55933  -0.052
H31 -0.04509 -2.51119 -1.49039  0.024
H32 0.22544 -1.40056 -0.49781  0.024
O9 0.74462 -3.65353 -4.65706  -0.053
H33 0.78367 -4.49353 -5.11434  0.030
H34 1.04649 -3.01456 -5.30269  0.028
O10 -1.33832 -4.93465 2.74245  -0.051
H35 -1.12995 -4.29716 2.05950  0.019
H36 -1.24281 -5.78524 2.31398  0.028



Entry 2:
# C4H6ClF

One molecule with the formula C4H6ClF at a distorted geometry (wB97M-V/def2-TZVPD, the Open Molecules 2025 dataset).

Computed properties:
**Orbital gap**: 10.251 eV
**Energy relative to the best compared isomer or geometry (same formula, charge and spin)**: 70.6 kcal per mole
**E_LUMO**: 0.97 eV
**Total energy**: -715.9386 a.u.
**SMILES**: C[C@@H]1C[C@@]1(F)Cl

Each line ends with the Löwdin charge.
Positions of all 12 atoms, in Å:
C1 -0.16171 -0.46925 -1.32585  -0.112
C2 0.58092 0.43848 -0.38082  -0.211
C3 0.49803 -0.55749 0.96328  -0.008
C4 -0.34897 0.91326 0.70164  -0.761
F1 -1.68920 0.59617 0.55327  -0.073
Cl1 -0.32477 2.29599 1.82124  0.651
H1 -0.61878 -0.01885 -2.22205  0.069
H2 0.37705 -1.33604 -1.92684  0.121
H3 -0.86614 -0.96211 -0.55772  0.083
H4 1.42935 1.03035 -0.42037  0.105
H5 -0.13195 -1.48428 1.21071  0.131
H6 1.25615 -0.44625 1.58349  0.006



Entry 3:
# C19H42NO2P3RhS

C19H42NO2P3RhS as an isolated structure at a distorted geometry (wB97M-V/def2-TZVPD, the Open Molecules 2025 dataset).

Computed properties:
**Orbital gap (spin up / spin down)**: 6.957 / 5.380 eV
**Energy relative to the best compared isomer or geometry (same formula, charge and spin)**: 41.4 kcal per mole
**2S+1**: 5
**E_LUMO (spin up / spin down)**: -8.98 / -11.99 eV
**Total energy**: -2486.1406 a.u.
**Net charge**: +3

Each line ends with the Mulliken spin population.
Positions of all 69 atoms, in Å:
Rh1 -0.78200 0.58956 -1.36385  2.257
P1 -1.84713 2.21054 -0.36276  0.084
P2 -1.87840 -1.70854 1.23844  -0.045
P3 1.23049 1.24641 -0.91896  0.054
H1 1.32545 -3.41668 -0.12126  0.002
C1 2.24725 -3.02017 0.31088  0.000
C2 2.32050 -2.29433 1.43844  -0.001
H2 1.47477 -2.08876 2.10255  0.000
C3 -3.36649 2.57981 -1.31148  0.066
C4 -2.45232 1.89484 1.32867  0.042
C5 -1.00618 3.83178 -0.22656  0.009
C6 -1.06691 -3.28401 0.99409  0.009
C7 -2.47452 -1.63152 2.93476  0.006
C8 -3.19311 -1.41683 0.04930  0.012
C9 2.39721 -0.07442 -1.36385  0.089
C10 1.61891 1.63495 0.81114  0.092
C11 1.88446 2.66954 -1.86370  0.008
H3 3.16519 -3.29340 -0.22473  0.000
H4 3.28288 -1.87799 1.76586  0.000
H5 -3.88561 3.44465 -0.88124  0.008
H6 -4.03368 1.71060 -1.28224  0.004
H7 -3.10992 2.79105 -2.35583  0.001
H8 -2.85906 2.82021 1.75775  0.005
H9 -1.63955 1.53614 1.97706  0.001
H10 -3.24911 1.14142 1.30829  0.001
H11 -1.75370 4.60213 0.00639  0.005
H12 -0.51379 4.09532 -1.17058  -0.001
H13 -0.26021 3.81332 0.57747  -0.003
H14 -1.56147 -4.05765 1.60005  0.000
H15 -0.00949 -3.21308 1.27885  -0.002
H16 -1.13298 -3.55530 -0.06862  0.000
H17 -3.54025 -1.89003 2.98800  0.001
H18 -2.30223 -0.61650 3.31264  0.000
H19 -1.88399 -2.31419 3.55691  0.000
H20 -3.66510 -2.37633 -0.20730  0.003
H21 -2.76397 -0.95894 -0.86554  0.021
H22 -3.94840 -0.73712 0.46634  -0.007
H23 3.40771 0.34711 -1.40316  0.011
H24 2.14199 -0.49635 -2.34156  -0.011
H25 2.36735 -0.87323 -0.61804  -0.040
H26 2.58546 1.18361 1.06558  0.021
H27 0.87519 1.24134 1.51943  -0.047
H28 1.69063 2.72015 0.94158  0.006
H29 2.85917 2.37494 -2.27160  0.005
H30 2.01828 3.52550 -1.19438  0.001
H31 1.23416 2.95259 -2.70034  -0.015
C12 -0.07573 0.06021 -4.36176  0.150
C13 0.23423 0.24178 -5.73407  0.107
C14 0.81373 -0.79695 -6.45333  -0.029
C15 1.10201 -2.01733 -5.82118  0.178
C16 0.78533 -2.20401 -4.47243  0.017
C17 0.15844 -1.17881 -3.75477  0.056
S1 -0.72465 1.39767 -3.46518  0.778
H32 -0.92362 -0.66426 1.08693  0.066
H33 -0.00424 1.20145 -6.18616  -0.007
H34 1.03851 -0.65939 -7.51175  0.003
H35 1.56899 -2.82560 -6.38702  0.002
H36 1.00897 -3.14778 -3.97047  0.004
H37 -0.15640 -1.32225 -2.70748  0.019
N1 2.15125 -0.32062 5.78758  0.000
C18 1.67269 0.64531 4.76715  0.000
C19 0.57378 -0.13597 4.04721  -0.001
O1 0.43211 -1.34292 4.41960  0.000
O2 -0.07102 0.47753 3.16661  0.003
H38 1.59536 -1.20392 5.56282  0.000
H39 1.95086 0.03485 6.72357  0.000
H40 3.16243 -0.45168 5.71781  0.000
H41 1.27460 1.54154 5.24649  0.000
H42 2.48492 0.90897 4.08699  0.000